# C2H9NO2

A 3-piece molecular cluster, C2H9NO2 overall (ωB97M-V/def2-TZVPD, the Open Molecules 2025 dataset).

- SMILES string: C=CN.O.O
- Energy above the lowest of the compared OMol25 structures with the same formula, charge and spin: 0.419 eV

Positions of all 14 atoms, in Å:
1 C -1.8672 -0.4778 0.3774
2 C -1.3775 -1.3810 1.2190
3 N -0.0396 -1.5928 1.4269
4 H -1.2278 0.2818 -0.0468
5 H -2.9344 -0.4119 0.2031
6 H -1.9981 -2.0021 1.8537
7 H 0.6915 -1.2795 0.8104
8 H 0.2962 -2.0318 2.2690
9 H 0.7310 3.5217 -0.8281
10 H 0.9062 3.4397 -2.3273
11 O 1.3410 3.1988 -1.5029
12 H 1.0923 -0.3239 -1.4362
13 H 2.6162 -0.4363 -1.2392
14 O 1.7703 -0.5050 -0.7790

Mulliken charges, unit e, in atom order: number 1, C, carries -0.8302; number 2, C, carries 0.0992; number 3, N, carries -0.3287; number 4, H, carries 0.2031; number 5, H, carries 0.2435; number 6, H, carries 0.3010; number 7, H, carries 0.1898; number 8, H, carries 0.1740; number 9, H, carries 0.3185; number 10, H, carries 0.3165; number 11, O, carries -0.6340; number 12, H, carries 0.3045; number 13, H, carries 0.3002; number 14, O, carries -0.6573

=====

# C4H30O12V

C4H30O12V as an isolated structure in a non-equilibrium geometry (ωB97M-V/def2-TZVPD, the Open Molecules 2025 dataset).

- Energy above the lowest of the compared OMol25 structures with the same formula, charge and spin: 2.121 eV
- Multiplicity: 4

Positions of all 47 atoms, in Å:
1 V 1.7715 -0.8660 -2.7619
2 C -0.0158 0.2505 0.7342
3 C -0.1065 0.9462 -0.6440
4 O 0.0260 0.0799 -1.6993
5 H 0.9605 -0.1786 0.9595
6 H -0.7149 -0.5536 0.9639
7 H -0.3355 0.9706 1.4874
8 H 0.4618 1.8674 -0.7726
9 H -1.1170 1.3385 -0.7578
10 C 1.4674 -3.2278 0.9910
11 C 2.4002 -2.7377 -0.1189
12 O 1.9481 -2.7119 -1.4489
13 H 0.5825 -2.6221 1.1860
14 H 1.9446 -3.4301 1.9499
15 H 0.9409 -4.1234 0.6613
16 H 3.3457 -3.2684 -0.0072
17 H 2.6131 -1.6941 0.1127
18 O -3.5978 -0.1244 -0.8334
19 H -2.9757 -0.4286 -0.1726
20 H -3.1657 -0.3009 -1.6691
21 O -3.2741 2.6371 1.4819
22 H -4.1573 2.7431 1.1282
23 H -2.7059 2.6347 0.7116
24 O 1.5659 -0.6539 3.4194
25 H 1.1115 -0.7544 2.5830
26 H 1.1259 -1.2682 4.0069
27 O 0.0493 2.9548 -3.5963
28 H 0.1685 2.1466 -3.0973
29 H -0.5981 2.7307 -4.2648
30 O 3.2872 0.5241 -1.7312
31 H 2.9114 1.4026 -1.6740
32 H 3.9773 0.5146 -1.0679
33 O -3.4885 -1.4884 1.8909
34 H -4.3915 -1.2470 1.6847
35 H -3.1425 -0.7360 2.3709
36 O 2.6956 3.7745 -0.3395
37 H 2.2304 4.1388 -1.0926
38 H 2.0708 3.8393 0.3828
39 O -2.1556 -0.8437 -3.0534
40 H -1.6333 -0.1213 -2.7046
41 H -1.5552 -1.3182 -3.6283
42 O -1.1271 -2.8217 -1.2050
43 H -0.9304 -1.8976 -1.3587
44 H -1.3863 -2.8619 -0.2844
45 O 0.9621 2.5377 3.4826
46 H 0.8196 1.5970 3.3779
47 H 1.1367 2.6515 4.4168

Mulliken charges, unit e, in atom order: number 1, V, carries 0.8435; number 2, C, carries -0.4775; number 3, C, carries -0.3815; number 4, O, carries 0.0197; number 5, H, carries 0.0063; number 6, H, carries 0.1827; number 7, H, carries 0.2879; number 8, H, carries 0.2456; number 9, H, carries 0.0918; number 10, C, carries -0.7078; number 11, C, carries 0.0635; number 12, O, carries -0.8181; number 13, H, carries -0.0882; number 14, H, carries 0.3479; number 15, H, carries 0.3129; number 16, H, carries 0.3657; number 17, H, carries -0.0346; number 18, O, carries -0.6625; number 19, H, carries 0.3185; number 20, H, carries 0.4879; number 21, O, carries -0.6224; number 22, H, carries 0.3101; number 23, H, carries 0.3193; number 24, O, carries -0.6700; number 25, H, carries 0.2745; number 26, H, carries 0.3036; number 27, O, carries -0.6594; number 28, H, carries 0.2889; number 29, H, carries 0.3157; number 30, O, carries -0.5626; number 31, H, carries 0.3217; number 32, H, carries 0.2813; number 33, O, carries -0.6458; number 34, H, carries 0.3107; number 35, H, carries 0.3157; number 36, O, carries -0.6507; number 37, H, carries 0.3242; number 38, H, carries 0.3115; number 39, O, carries -0.7469; number 40, H, carries 0.2044; number 41, H, carries 0.3136; number 42, O, carries -0.6601; number 43, H, carries 0.2989; number 44, H, carries 0.2857; number 45, O, carries -0.6026; number 46, H, carries 0.3541; number 47, H, carries 0.2829

=====

# C16H34O3P2PtS

C16H34O3P2PtS as an isolated structure in a non-equilibrium geometry (ωB97M-V/def2-TZVPD, the Open Molecules 2025 dataset).

- Net charge: +2
- Energy above the lowest of the compared OMol25 structures with the same formula, charge and spin: 1.991 eV
- Multiplicity: 5

Positions of all 57 atoms, in Å:
1 P -1.7241 1.5532 -2.5788
2 P 2.2016 -2.1610 -1.3602
3 C 0.0076 -1.5985 -3.1535
4 C 0.9338 -2.6003 -2.6093
5 H 0.8548 -1.1291 -3.7866
6 H -0.8280 -2.0325 -3.7496
7 H 0.3690 -3.5160 -2.4206
8 H 1.6076 -2.8602 -3.4702
9 C 3.6721 -1.5883 -2.2270
10 H 4.5277 -2.1861 -1.8997
11 H 3.8363 -0.5423 -1.9453
12 H 3.5549 -1.6568 -3.3127
13 C 2.3892 -3.7841 -0.6231
14 H 3.1596 -4.3267 -1.1924
15 H 1.4471 -4.3480 -0.7107
16 H 2.6805 -3.6740 0.4240
17 C -2.0108 3.3386 -2.9027
18 H -2.7315 3.8024 -2.1841
19 H -2.4286 3.4358 -3.9095
20 H -1.0805 3.9153 -2.8509
21 C -3.4968 1.0295 -2.6080
22 H -3.5991 -0.0489 -2.5189
23 H -3.9129 1.3479 -3.5553
24 H -4.0840 1.4941 -1.8016
25 Pt -0.0539 0.3987 -4.3462
26 C 0.5163 -1.1631 -5.8587
27 C 1.5113 -0.2025 -5.4848
28 C 1.8791 0.9554 -6.3597
29 C 0.6524 1.8473 -6.6544
30 C -0.4431 1.9045 -5.6050
31 C -1.5727 0.9446 -5.6289
32 C -1.7580 -0.2071 -6.5680
33 C -0.5049 -1.0598 -6.8998
34 C -1.4684 1.6060 -0.7707
35 H 0.7360 -2.2268 -5.5863
36 H 2.4106 -0.6746 -5.0294
37 H 2.3877 0.6425 -7.2917
38 H 2.6660 1.4928 -5.8048
39 H 1.0601 2.8578 -6.7444
40 H 0.2346 1.5497 -7.6227
41 H -0.7417 2.9069 -5.2305
42 H -2.5086 1.4010 -5.2994
43 H -2.1903 0.1194 -7.5165
44 H -2.5331 -0.8858 -6.1598
45 H -0.8798 -2.0737 -7.0441
46 H -0.0894 -0.7395 -7.8571
47 H -1.2161 0.5802 -0.4820
48 H -2.3665 1.9350 -0.2057
49 H -0.6103 2.2327 -0.4772
50 C 3.2955 -0.8464 1.6082
51 S 2.5883 0.4148 0.5422
52 O 1.5684 1.1798 1.1965
53 O 3.5322 0.9938 -0.3822
54 O 1.6427 -0.9327 -0.5839
55 H 2.4822 -1.3951 2.1159
56 H 3.8977 -0.3088 2.3478
57 H 3.9194 -1.5048 0.9915

Mulliken charges, unit e, in atom order: number 1, P, carries 0.9726; number 2, P, carries 1.2791; number 3, C, carries -1.2518; number 4, C, carries -0.9237; number 5, H, carries 0.1726; number 6, H, carries 0.4925; number 7, H, carries 0.5672; number 8, H, carries 0.3787; number 9, C, carries -1.2238; number 10, H, carries 0.4644; number 11, H, carries 0.3144; number 12, H, carries 0.4333; number 13, C, carries -1.1826; number 14, H, carries 0.4284; number 15, H, carries 0.3795; number 16, H, carries 0.3827; number 17, C, carries -1.4177; number 18, H, carries 0.4077; number 19, H, carries 0.4055; number 20, H, carries 0.3883; number 21, C, carries -1.3626; number 22, H, carries 0.3780; number 23, H, carries 0.3691; number 24, H, carries 0.4489; number 25, Pt, carries 0.6514; number 26, C, carries -0.5240; number 27, C, carries 0.3646; number 28, C, carries -0.8018; number 29, C, carries -0.9040; number 30, C, carries -0.1457; number 31, C, carries -0.3917; number 32, C, carries -1.1942; number 33, C, carries -0.8092; number 34, C, carries -1.1482; number 35, H, carries 0.3710; number 36, H, carries -0.0681; number 37, H, carries 0.3402; number 38, H, carries 0.4377; number 39, H, carries 0.3791; number 40, H, carries 0.3224; number 41, H, carries 0.3725; number 42, H, carries 0.7305; number 43, H, carries 0.3954; number 44, H, carries 0.3484; number 45, H, carries 0.4248; number 46, H, carries 0.3828; number 47, H, carries 0.3166; number 48, H, carries 0.4706; number 49, H, carries 0.3581; number 50, C, carries -0.7777; number 51, S, carries 1.1908; number 52, O, carries -0.4379; number 53, O, carries -0.5079; number 54, O, carries -0.5279; number 55, H, carries 0.3341; number 56, H, carries 0.4465; number 57, H, carries 0.3001